Entry from the Open Molecules 2025 dataset: 14 unconnected molecules or ions with the total composition C2H29O15 at a distorted geometry (ωB97M-V/def2-TZVPD).

```
46
Properties=species:S:1:pos:R:3:mulliken_charge:R:1
O -0.166 0.533 -1.931 -0.62
O -1.446 2.352 3.543 -0.60
O 0.195 1.978 -0.293 -0.44
O -2.122 -3.906 -0.036 -0.67
O 3.182 2.289 0.566 -0.61
O -0.987 -2.727 -2.365 -0.69
O -0.968 -0.130 -4.628 -0.67
O 1.952 -3.891 -0.187 -0.62
O -2.035 3.398 -0.595 -0.73
O 2.715 -0.908 1.912 -0.60
O 0.744 3.589 -2.466 -0.70
O 1.081 3.668 1.872 -0.67
O -1.441 -2.741 2.284 -0.72
O 1.091 -3.383 3.031 -0.69
O -2.729 1.788 -2.991 -0.68
C -0.034 0.825 -0.755 0.53
C -0.232 -0.278 0.315 -0.67
H -0.659 1.830 3.386 0.28
H 1.545 -2.738 2.488 0.40
H -0.263 -3.184 -2.793 0.27
H -0.531 -3.024 2.378 0.42
H -1.491 -1.923 2.778 0.26
H -0.864 0.773 -4.926 0.30
H 1.491 -3.111 -0.496 0.33
H 2.322 1.893 0.423 0.24
H 0.570 -1.017 0.321 0.01
H -1.986 1.203 -2.845 0.36
H 1.196 4.505 1.422 0.29
H 0.759 3.074 1.194 0.26
H -1.278 2.816 -0.525 0.31
H 3.777 1.771 0.023 0.29
H 0.426 3.025 -1.761 0.43
H -1.657 -3.440 -0.731 0.36
H -1.174 -0.825 0.356 0.37
H -2.667 3.044 0.031 0.32
H 1.448 -3.251 3.909 0.28
H -1.828 -3.487 0.772 0.42
H -0.853 -1.805 -2.586 0.32
H 2.376 -0.100 2.299 0.32
H -2.631 2.471 -2.328 0.42
H 0.158 0.108 1.256 0.02
H 1.394 -4.621 -0.456 0.31
H -0.638 -0.125 -3.729 0.42
H 0.810 3.010 -3.225 0.27
H 3.566 -1.036 2.330 0.27
H -2.121 1.709 3.760 0.30
```

Values from the calculation:
**Spin multiplicity**: 1
**Kohn-Sham gap**: 9.1 eV
**Net charge**: -1
**Highest occupied orbital energy**: -7.2 eV
**Lowest unoccupied orbital energy**: 1.94 eV
**Relative energy (zero: lowest compared OMol25 entry of this formula, charge and spin)**: 2.352 eV